[1]
100
Properties=species:S:1:pos:R:3:forces:R:3 method="wB97M-V/def2-TZVPD" de_lowest_ev=0.708 charge=-2 multiplicity=5 s_squared=6.0202 orbital_gap_ev="5.74 / 5.08"
Ir -0.37007 -0.62593 0.62024 0.16 -0.72 -0.33
S -2.75466 0.57505 0.06961 0.72 -0.78 -0.77
S -1.43672 -2.70939 1.47637 -0.28 1.26 -0.22
S 0.79200 -4.58710 1.19599 0.02 -0.10 0.23
Si -4.98270 2.73303 1.19628 -0.58 0.32 -0.35
N -1.66945 0.57055 2.39218 -0.37 0.16 -0.03
N 0.50256 -6.23516 4.68289 0.07 -0.04 0.04
N 0.56505 -1.23309 -1.31164 -0.36 0.44 1.58
N -2.12976 -2.99263 5.11551 -0.15 0.13 0.17
C -0.09899 -0.88466 -3.67943 0.19 0.06 0.15
C 1.15945 -1.19115 3.56721 -0.12 0.35 -0.34
C 4.75331 -0.34224 -0.90776 -0.01 -0.04 0.02
C -0.57706 -4.24131 3.52293 -0.18 0.40 -0.60
C -0.36989 -3.87804 2.19153 0.86 -0.49 -0.67
C 0.04512 -5.33336 4.12363 0.63 -0.92 0.36
C 4.60856 -2.71714 -1.59620 0.00 0.01 -0.02
C -4.39179 3.52886 -0.43594 -0.17 -0.34 0.49
C -1.64335 -1.66973 -2.03972 0.15 0.01 -0.03
C -6.29730 1.38646 0.85965 0.55 0.39 0.08
C 1.89305 -1.90552 4.48847 0.25 -0.06 0.27
C 4.03218 0.08871 -2.18348 0.12 0.30 -0.04
C -3.32164 2.45292 3.53747 0.01 -0.02 0.05
C 0.98770 2.80848 0.59156 -0.27 0.48 -0.54
C 0.74646 4.52993 -1.60833 -0.02 0.09 -0.11
C -1.08576 -0.97367 -4.64466 -0.20 0.08 -0.09
C -0.73997 -0.62113 -6.06943 -0.02 -0.04 0.14
C 1.25252 1.91810 1.69516 0.21 -0.84 0.48
C 3.08572 0.14373 3.06525 -0.23 0.05 -0.12
C 2.73317 -1.68797 -0.27551 -0.05 -0.07 -0.09
C -3.56488 2.05820 2.23385 -0.24 0.17 -0.25
C -4.03027 -2.09412 -2.53286 0.03 0.02 0.01
C 2.53044 0.13315 -1.92280 -0.01 -0.07 -0.04
C 4.32114 -0.90551 -3.30666 0.01 0.00 0.08
C 1.54540 4.09346 0.60642 0.02 -0.19 0.20
C -5.91041 4.11410 2.15939 0.46 -0.50 -0.18
C -2.64957 -1.70480 -2.97512 -0.04 -0.06 -0.16
C -1.44862 -3.54587 4.36468 -0.59 0.50 0.46
C -2.36924 -1.37210 -4.29902 0.04 0.00 -0.06
C 1.99690 -1.26845 -1.55992 0.30 0.11 0.06
C 1.44211 4.93420 -0.48135 0.02 0.24 -0.14
C 0.14457 3.27986 -1.62181 -0.09 0.06 -0.21
C 1.73031 -0.14312 2.82728 0.65 -0.45 0.74
C -2.67233 1.11145 1.68422 -0.04 0.06 0.45
C -1.47902 0.95353 3.63993 -0.08 0.18 0.35
C 3.88763 -2.30778 -2.87638 0.06 -0.21 -0.19
C 0.26747 2.43042 -0.54532 0.05 -0.22 0.32
C 3.23066 -1.60182 4.70737 -0.09 -0.03 -0.03
C 4.24698 -1.72417 -0.49496 0.25 -0.04 0.18
C 1.04561 0.58227 1.77236 -0.56 0.51 -0.64
C -0.32586 -1.25490 -2.33318 -0.75 -0.08 -0.83
C -2.26758 1.90530 4.25761 -0.01 0.04 0.13
C 2.38234 -2.32330 -2.62125 -0.09 0.07 -0.01
C 3.82045 -0.57636 3.98423 0.27 -0.07 0.25
H 2.31644 0.79498 -1.08041 -0.05 0.03 0.01
H 5.83840 -0.37083 -1.07514 -0.03 0.03 0.04
H 1.91053 5.91152 -0.45758 0.00 0.02 0.02
H 3.80085 -2.17050 5.42799 0.09 -0.06 0.02
H -4.45017 -1.29254 -1.92552 -0.13 0.03 0.06
H -6.73653 4.50135 1.56885 -0.12 -0.01 -0.20
H -3.14678 -1.41819 -5.05216 -0.07 -0.01 -0.05
H -0.66182 0.48565 4.16841 0.11 -0.03 0.06
H -1.86558 -1.97597 -1.02862 -0.01 -0.14 0.04
H 1.43021 -2.71488 5.03613 -0.09 -0.03 -0.01
H -3.98861 -2.98491 -1.90973 -0.06 -0.08 0.07
H 3.76796 -0.61177 -4.20260 0.00 0.02 -0.12
H 1.76534 2.41410 2.52558 0.12 -0.15 -0.03
H 1.85208 -2.16930 -3.55789 0.04 -0.02 -0.01
H -4.69218 -2.28221 -3.37716 -0.04 0.00 -0.07
H -0.42382 2.96284 -2.48318 -0.06 -0.08 -0.13
H -0.23110 0.34149 -6.10957 0.04 0.08 -0.08
H 4.86982 -0.34178 4.13347 -0.02 0.00 0.00
H -5.82518 0.51951 0.41035 0.10 -0.19 -0.09
H 4.37516 1.09228 -2.47685 -0.04 -0.13 0.01
H -7.07152 1.74007 0.18224 -0.08 0.14 -0.12
H -5.25824 4.94881 2.39505 0.19 0.19 0.05
H 3.55614 0.93432 2.49381 0.03 -0.05 -0.07
H -2.06174 2.20347 5.27489 -0.01 -0.01 0.07
H -0.06893 -1.36903 -6.49844 0.00 0.01 -0.06
H -3.95782 3.19511 4.00265 -0.07 0.08 0.06
H -3.94569 2.76927 -1.06867 0.07 -0.08 -0.09
H 0.85555 -0.49506 -3.99876 0.08 -0.05 0.05
H 2.01127 0.54020 -2.79041 -0.02 0.06 -0.02
H -5.20692 3.99671 -0.98465 -0.23 0.07 0.04
H 2.37308 -2.66966 0.03625 -0.10 0.01 0.08
H 0.67913 5.18407 -2.46784 -0.06 0.02 -0.04
H 4.73359 -2.03311 0.43856 -0.08 0.07 -0.03
H 0.12042 -1.43376 3.40783 -0.12 -0.12 -0.07
H -1.63579 -0.56800 -6.68546 -0.04 0.02 -0.08
H 2.07544 -3.29813 -2.23622 -0.06 -0.07 0.02
H 2.09305 4.41776 1.48351 0.04 -0.03 0.05
H 2.50355 -0.97826 0.52024 -0.02 -0.02 -0.02
H -6.77880 1.06606 1.78095 -0.01 0.00 0.18
H 4.54861 0.37409 -0.10978 0.03 0.10 0.06
H -6.32424 3.74259 3.09139 -0.08 -0.12 0.23
H -0.18429 1.43867 -0.56312 0.04 0.35 -0.23
H 4.12579 -3.01839 -3.68218 -0.05 0.05 0.11
H 5.69259 -2.72570 -1.75567 0.06 -0.02 0.02
H 5.38655 -0.89303 -3.55420 0.09 -0.03 -0.03
H -3.63193 4.28397 -0.24947 0.13 0.12 0.10
H 4.30415 -3.72409 -1.30340 -0.01 -0.07 -0.01

=====

[2]
114
Properties=species:S:1:pos:R:3:forces:R:3 method="wB97M-V/def2-TZVPD" de_lowest_ev=1.799 charge=+2 multiplicity=2 s_squared=0.7580 orbital_gap_ev="6.25 / 4.32"
Ta -0.88048 -1.08199 0.21693 0.25 0.27 0.49
Se 0.75187 -2.96846 1.82042 -0.39 -0.34 -0.26
Se -1.54152 -3.74703 -0.09394 0.08 0.04 -0.03
As -2.22624 -1.49440 -2.23511 -0.13 0.06 -0.14
Cl 6.49286 -1.47275 0.44820 0.03 -0.07 0.01
P -3.44622 1.20221 0.68455 -0.27 -0.34 0.10
P -0.97191 -4.37444 1.92196 0.19 0.25 0.33
F -3.10007 2.57843 1.34364 0.03 -0.09 -0.03
F -4.91501 1.49086 0.29481 -0.05 -0.04 -0.01
F -3.47233 -0.34924 0.06473 0.04 0.16 0.06
F -3.73270 0.55905 2.08806 0.01 0.08 -0.03
F -1.64077 0.73513 0.97372 0.16 -0.05 -0.23
F -1.76208 -1.44239 1.85437 0.09 -0.04 -0.19
O 2.36956 -1.62257 -2.22333 -0.23 0.18 0.05
O -1.85500 3.68506 -0.69806 0.00 0.07 -0.10
O 0.63899 3.94318 1.09975 0.04 -0.03 0.09
O 0.58799 -1.78764 -0.89269 -0.10 0.12 0.20
O -2.81693 1.63828 -0.80239 0.06 0.17 -0.10
N 0.82724 0.07319 1.12635 -0.08 -0.25 -0.15
N 2.90918 0.80135 1.43582 -0.01 0.17 0.03
N 2.01168 1.72448 1.85852 0.12 -0.15 -0.10
N -0.18854 0.65296 -1.36482 0.03 -0.02 -0.07
C 2.67162 3.98089 -0.09226 0.03 -0.01 0.05
C -1.07543 -8.37684 2.03284 0.00 -0.01 0.00
C 5.65045 2.38905 0.96082 0.00 0.01 -0.07
C 6.16843 1.11518 1.14623 -0.01 0.01 -0.10
C 4.19561 4.02849 -0.32534 -0.02 0.02 0.00
C 1.38337 -1.13911 -1.74990 0.26 -0.19 -0.14
C 0.26645 -8.73617 2.08806 0.00 -0.01 0.00
C -2.16881 -4.10748 3.20703 -0.11 -0.02 -0.02
C 0.91650 -6.42410 2.03160 0.08 0.02 -0.09
C -3.29743 -0.30155 -4.64528 -0.05 -0.07 0.02
C 2.17676 -0.17236 0.99512 -0.07 -0.08 0.04
C -3.76898 -1.17475 -6.84456 -0.02 0.00 -0.01
C 4.65678 1.69507 -1.10054 -0.01 0.07 0.03
C -3.39216 -3.48475 2.96899 0.05 0.00 -0.07
C -5.54479 -0.24222 -5.52126 0.00 -0.01 -0.02
C 4.86305 2.68877 -0.14466 0.01 -0.01 0.01
C -5.10971 -0.85459 -6.68932 0.00 0.00 -0.01
C -4.29464 -3.34435 4.00885 0.00 0.00 0.01
C 2.04697 4.15533 1.30928 0.00 -0.03 0.03
C 0.78244 1.28568 1.68669 -0.26 0.12 0.09
C -1.42981 -7.04167 1.99134 -0.03 0.01 0.05
C 2.44485 3.04701 2.30397 0.02 0.02 -0.09
C -2.34189 -0.01176 -3.52676 0.03 0.16 0.02
C -3.96916 -3.80809 5.27591 0.02 -0.01 0.02
C -2.86655 -0.89845 -5.82795 0.01 0.02 0.03
C -4.03382 -2.17889 -2.14638 0.01 -0.05 0.04
C 1.19814 5.84447 3.02039 -0.01 0.00 -0.01
C -1.84698 -4.59195 4.47859 0.09 -0.05 -0.02
C 2.29491 5.54800 1.98498 0.01 -0.02 0.00
C 3.63997 5.59600 2.72492 0.05 0.01 0.01
C 1.59543 1.00801 -2.95436 -0.01 0.02 0.00
C -4.64397 0.03332 -4.50576 0.04 -0.01 0.00
C -1.80305 2.52662 -0.95201 -0.04 -0.20 0.23
C -0.57938 1.91734 -1.59076 -0.09 0.17 -0.13
C -1.31570 -2.80850 -3.32991 0.07 -0.06 0.03
C 1.17866 2.30755 -3.18274 -0.01 -0.02 0.01
C 5.89971 0.13729 0.20408 0.03 -0.02 0.02
C 5.16629 0.41983 -0.93982 0.02 0.03 0.08
C -0.42714 -6.06547 1.98469 -0.10 -0.05 0.02
C 1.25822 -7.76611 2.09291 0.00 0.01 -0.01
C 0.90092 0.24355 -2.03831 0.15 -0.01 -0.09
C 0.08849 2.76406 -2.46953 -0.01 -0.02 0.01
C 2.26421 6.66293 0.93462 -0.01 0.02 0.00
C -2.74753 -4.42930 5.51317 -0.07 0.02 0.03
H -1.84326 -9.13807 2.03249 0.00 0.00 0.00
H 2.29939 -8.05334 2.14063 0.00 0.01 0.00
H -1.32511 0.13172 -3.90010 -0.01 0.03 0.03
H 0.53933 -9.78208 2.13036 0.00 0.00 0.00
H -3.63527 -3.11208 1.98282 0.00 0.01 0.00
H 4.48842 5.30544 2.10668 -0.04 0.02 0.05
H -0.25885 -2.56716 -3.43310 -0.01 0.03 -0.01
H -0.90760 -5.10419 4.65283 0.00 0.01 0.01
H -5.81241 -1.06640 -7.48366 0.00 0.00 0.00
H -6.58541 0.02975 -5.40628 0.00 0.00 0.00
H -5.25005 -2.87012 3.83259 0.00 0.00 -0.01
H 3.82030 6.61793 3.05906 0.00 0.00 0.01
H 5.86833 3.15640 1.69591 -0.01 0.02 -0.01
H 0.22955 4.75572 0.77952 0.00 -0.03 -0.03
H 1.34388 6.65046 0.34256 0.00 0.01 0.00
H 2.19616 4.74321 -0.71261 -0.01 -0.02 -0.01
H 3.52155 2.96832 2.42015 -0.02 0.05 -0.01
H 1.69393 -5.67094 2.01632 -0.01 0.00 0.01
H -4.10189 -2.96441 -1.39635 0.03 -0.01 -0.01
H -4.98576 0.52878 -3.60341 0.00 0.00 0.01
H 0.22606 6.03044 2.56343 0.00 -0.01 -0.01
H -2.50705 -4.79667 6.50111 0.01 0.00 0.00
H -1.40208 -3.81093 -2.91682 -0.03 0.02 0.01
H 5.00682 -0.34643 -1.68685 0.01 -0.03 0.01
H 1.47279 6.74390 3.57184 0.00 0.01 0.00
H 1.07333 5.04360 3.75013 0.01 0.00 0.00
H 2.60272 -1.06797 0.56886 -0.02 0.01 0.03
H 2.30420 3.02136 -0.47358 0.00 0.00 0.01
H -1.81512 -1.12245 -5.97259 0.00 -0.01 0.02
H 4.09175 1.92930 -1.99766 0.02 0.03 0.03
H -3.42236 -1.62976 -7.76265 0.00 0.00 0.00
H -0.28718 3.77082 -2.58351 0.00 0.00 0.01
H -4.72084 -1.37924 -1.88494 0.03 0.03 -0.01
H 2.30385 7.63009 1.43599 -0.01 0.00 0.00
H 3.10952 6.61366 0.24808 0.01 0.00 0.00
H -1.79546 -2.78400 -4.30735 0.00 -0.03 0.00
H 4.67696 4.78529 0.29099 -0.01 -0.04 -0.05
H 1.98729 3.23455 3.27263 0.00 0.02 0.00
H -2.65550 0.87303 -2.97834 0.02 -0.07 0.00
H -0.09626 1.84559 1.95420 0.11 -0.03 -0.03
H 1.69000 2.94668 -3.88966 0.01 0.00 0.00
H -2.47701 -6.76080 1.97552 0.02 0.00 0.00
H 2.44636 0.56307 -3.45203 -0.01 0.00 0.00
H -4.28494 -2.57689 -3.12827 -0.01 0.01 0.00
H 4.35054 4.34672 -1.35937 -0.01 0.02 0.01
H 3.63772 4.96771 3.61720 0.00 0.01 0.01
H -4.67580 -3.69194 6.08679 0.00 0.00 0.00
H 6.77360 0.88307 2.01126 0.00 -0.02 0.00